1.
{"formula": "C45H44BrCoNOP2S3Te", "method": "ωB97M-V/def2-TZVPD", "relative_energy_kcal_mol": 38.0, "gap_ev": [6.1, 6.1], "total_charge": -1, "e_homo_ev": [-4.5, -4.5], "species": ["Co", "C", "C", "C", "C", "C", "C", "C", "Br", "C", "O", "C", "C", "C", "C", "C", "C", "H", "H", "H", "H", "H", "H", "H", "H", "H", "H", "H", "H", "H", "H", "H", "H", "H", "H", "H", "H", "Te", "C", "C", "C", "N", "C", "C", "C", "P", "C", "C", "C", "C", "C", "C", "C", "C", "C", "C", "C", "C", "P", "C", "C", "C", "C", "C", "C", "C", "C", "C", "C", "C", "C", "H", "H", "H", "H", "H", "H", "H", "H", "H", "H", "H", "H", "H", "H", "H", "H", "H", "H", "H", "H", "H", "H", "H", "H", "S", "C", "S", "S"], "positions_angstrom": [[1.129, -1.446, 0.226], [3.413, 2.459, 6.182], [2.531, 3.351, 5.290], [3.253, 4.682, 5.083], [1.207, 3.629, 6.015], [2.276, 2.624, 3.964], [1.522, 1.452, 3.941], [1.406, 0.754, 2.762], [0.310, -0.806, 2.732], [2.066, 1.064, 1.551], [2.048, 0.266, 0.533], [2.704, 2.331, 1.541], [2.810, 3.034, 2.745], [3.316, 2.984, 0.281], [4.836, 3.117, 0.466], [2.700, 4.379, 0.092], [3.070, 2.209, -1.020], [3.661, 2.971, 7.121], [4.345, 2.210, 5.667], [2.904, 1.522, 6.426], [3.425, 5.157, 6.053], [2.663, 5.368, 4.467], [4.227, 4.540, 4.606], [1.389, 4.202, 6.932], [0.700, 2.704, 6.298], [0.531, 4.202, 5.375], [1.022, 1.079, 4.829], [3.351, 3.974, 2.719], [5.089, 3.728, 1.337], [5.285, 3.583, -0.418], [5.287, 2.130, 0.603], [2.865, 5.027, 0.955], [1.621, 4.302, -0.074], [3.143, 4.862, -0.785], [3.589, 1.251, -1.029], [3.428, 2.814, -1.862], [2.009, 2.006, -1.178], [-2.757, -1.442, 1.000], [-4.683, -1.564, 0.122], [-4.922, -2.373, -0.980], [-6.187, -2.374, -1.548], [-7.211, -1.636, -1.102], [-6.971, -0.869, -0.037], [-5.740, -0.801, 0.605], [-1.726, -1.541, -0.862], [-0.621, -0.066, -1.002], [-1.695, 1.366, -0.659], [-3.037, 1.379, -1.035], [-3.830, 2.482, -0.751], [-3.294, 3.573, -0.073], [-1.964, 3.556, 0.325], [-1.167, 2.453, 0.033], [-0.267, 0.146, -2.805], [-1.193, 0.644, -3.724], [-0.871, 0.755, -5.069], [0.384, 0.366, -5.521], [1.316, -0.125, -4.620], [0.993, -0.219, -3.270], [-0.424, -2.806, -0.866], [-1.195, -4.346, -0.255], [-1.835, -5.236, -1.115], [-2.518, -6.335, -0.607], [-2.560, -6.560, 0.762], [-1.898, -5.695, 1.623], [-1.215, -4.601, 1.115], [-0.163, -3.168, -2.645], [-1.116, -2.793, -3.586], [-0.913, -3.065, -4.933], [0.246, -3.711, -5.349], [1.192, -4.105, -4.411], [0.987, -3.837, -3.063], [-4.127, -2.984, -1.392], [-6.395, -3.000, -2.412], [-7.804, -0.265, 0.314], [-5.604, -0.144, 1.457], [-3.464, 0.508, -1.520], [-4.872, 2.483, -1.050], [-3.919, 4.429, 0.158], [-1.547, 4.393, 0.872], [-0.132, 2.427, 0.363], [-2.179, 0.942, -3.392], [-1.604, 1.142, -5.767], [0.636, 0.451, -6.572], [2.301, -0.428, -4.958], [1.727, -0.578, -2.563], [-1.805, -5.073, -2.184], [-3.016, -7.017, -1.287], [-3.098, -7.414, 1.156], [-1.916, -5.870, 2.692], [-0.672, -3.951, 1.787], [-2.005, -2.268, -3.247], [-1.659, -2.763, -5.659], [0.416, -3.899, -6.403], [2.095, -4.615, -4.728], [1.729, -4.145, -2.336], [4.368, -4.610, 0.025], [3.211, -3.440, 0.136], [3.027, -2.159, -0.964], [2.030, -3.319, 1.353]], "lowdin_charge": [-0.193, -0.051, -0.563, -0.074, -0.058, -0.186, -0.091, -0.506, 0.824, -0.399, -0.273, -0.084, 0.004, -0.528, -0.048, -0.052, -0.059, 0.080, 0.090, 0.080, 0.080, 0.088, 0.082, 0.080, 0.073, 0.089, 0.102, 0.089, 0.073, 0.081, 0.093, 0.071, 0.079, 0.082, 0.080, 0.085, 0.071, 1.232, -0.550, -0.128, -0.160, 0.037, -0.174, -0.146, -0.880, 0.917, -0.389, -0.141, -0.079, -0.092, -0.080, -0.076, -0.335, -0.082, -0.090, -0.097, -0.073, -0.112, 0.842, -0.355, -0.076, -0.086, -0.092, -0.081, -0.162, -0.364, -0.111, -0.083, -0.094, -0.077, -0.102, 0.081, 0.097, 0.095, 0.089, 0.094, 0.103, 0.097, 0.101, 0.092, 0.091, 0.097, 0.097, 0.107, 0.037, 0.099, 0.099, 0.098, 0.104, 0.049, 0.091, 0.101, 0.097, 0.103, 0.074, 0.456, -1.836, 0.646, 0.572]}

2.
{"formula": "C45H45BrCl2IN10O9SSeY", "method": "ωB97M-V/def2-TZVPD", "relative_energy_kcal_mol": 57.2, "gap_ev": 6.6, "total_charge": -2, "e_homo_ev": -2.8, "species": ["Y", "O", "C", "C", "C", "C", "C", "C", "C", "O", "N", "N", "C", "C", "C", "C", "C", "C", "N", "H", "H", "H", "H", "H", "H", "H", "H", "H", "H", "N", "C", "C", "C", "C", "C", "C", "S", "O", "O", "N", "C", "N", "C", "C", "C", "N", "H", "H", "H", "H", "H", "H", "H", "H", "H", "Cl", "O", "Se", "O", "O", "O", "C", "C", "C", "C", "C", "O", "C", "C", "C", "C", "C", "C", "Cl", "C", "C", "C", "N", "C", "N", "C", "N", "H", "H", "H", "H", "H", "H", "H", "H", "H", "H", "H", "H", "H", "H", "H", "H", "H", "H", "H", "H", "H", "H", "Br", "C", "C", "C", "C", "C", "C", "I", "H", "H", "H", "H"], "positions_angstrom": [[-0.126, -0.379, 0.173], [-1.968, 2.813, 4.550], [-0.988, 2.113, 5.145], [-0.685, 2.403, 6.474], [0.340, 1.744, 7.126], [1.065, 0.758, 6.474], [0.741, 0.427, 5.172], [-0.276, 1.089, 4.497], [-0.592, 0.679, 3.110], [-0.390, -0.485, 2.713], [-1.218, 1.629, 2.399], [-1.450, 1.322, 1.121], [-2.458, 1.899, 0.558], [-2.909, 1.449, -0.725], [-4.196, 1.794, -1.156], [-4.679, 1.260, -2.331], [-3.853, 0.414, -3.057], [-2.577, 0.150, -2.576], [-2.105, 0.638, -1.440], [-1.942, 2.549, 3.586], [-1.268, 3.168, 6.969], [0.580, 2.014, 8.147], [1.874, 0.250, 6.982], [1.278, -0.345, 4.641], [-3.069, 2.611, 1.114], [-4.788, 2.453, -0.543], [-5.677, 1.496, -2.672], [-4.189, -0.037, -3.978], [-1.904, -0.490, -3.129], [7.524, 2.065, -0.987], [6.251, 2.059, -0.416], [5.121, 2.259, -1.207], [3.865, 2.288, -0.629], [3.734, 2.139, 0.737], [4.850, 1.974, 1.538], [6.106, 1.929, 0.966], [2.135, 2.008, 1.524], [2.245, 2.559, 2.852], [1.138, 2.679, 0.703], [1.680, 0.477, 1.508], [2.446, -0.563, 1.753], [3.657, -0.441, 2.327], [4.352, -1.545, 2.504], [3.882, -2.801, 2.154], [2.611, -2.833, 1.582], [1.899, -1.751, 1.375], [7.530, 1.844, -1.972], [8.219, 1.552, -0.464], [5.217, 2.364, -2.277], [3.003, 2.413, -1.260], [4.711, 1.873, 2.600], [6.983, 1.775, 1.582], [5.334, -1.406, 2.953], [4.461, -3.702, 2.303], [2.152, -3.767, 1.272], [-2.505, -1.527, 0.512], [1.686, -1.700, -2.724], [1.245, 0.120, -2.606], [-0.452, -2.058, -3.387], [1.597, 0.348, -1.020], [2.458, 0.738, -3.459], [2.035, -4.604, -6.434], [1.996, -5.830, -5.510], [3.436, -6.177, -5.122], [1.394, -6.983, -6.324], [1.105, -5.515, -4.269], [-0.105, -4.978, -4.762], [0.826, -6.748, -3.359], [-0.447, -7.562, -3.634], [-1.745, -6.811, -3.499], [-2.773, -7.027, -4.410], [-3.985, -6.370, -4.283], [-4.170, -5.481, -3.239], [-5.689, -4.659, -3.089], [-3.165, -5.248, -2.318], [-1.969, -5.933, -2.441], [1.775, -4.447, -3.340], [0.750, -3.862, -2.523], [0.548, -2.427, -2.419], [0.043, -2.218, -1.110], [0.031, -3.443, -0.549], [0.472, -4.434, -1.258], [2.580, -4.849, -7.346], [2.527, -3.762, -5.956], [1.021, -4.311, -6.690], [4.011, -6.372, -6.026], [3.490, -7.063, -4.495], [3.905, -5.353, -4.592], [1.909, -7.060, -7.282], [0.342, -6.783, -6.504], [1.500, -7.934, -5.809], [-0.467, -4.461, -4.019], [0.766, -6.378, -2.336], [1.678, -7.427, -3.412], [-0.454, -8.375, -2.896], [-0.405, -8.017, -4.624], [-2.634, -7.711, -5.240], [-4.783, -6.539, -4.990], [-3.297, -4.537, -1.518], [-1.187, -5.736, -1.721], [2.225, -3.634, -3.913], [2.549, -4.918, -2.722], [-0.099, -2.280, -4.262], [-0.360, -3.598, 0.444], [1.644, 5.455, -3.513], [-0.155, 5.039, -3.895], [-0.810, 5.793, -4.854], [-2.142, 5.539, -5.126], [-2.796, 4.523, -4.448], [-2.120, 3.772, -3.506], [-0.782, 4.014, -3.193], [0.201, 2.854, -1.590], [-0.272, 6.572, -5.373], [-2.662, 6.131, -5.865], [-3.837, 4.313, -4.649], [-2.624, 2.981, -2.979]], "lowdin_charge": [1.203, 0.029, -0.273, -0.034, -0.114, -0.109, -0.021, -0.076, -0.471, -0.093, 0.038, -0.110, -0.129, -0.363, -0.035, -0.083, -0.054, -0.137, -0.028, 0.061, 0.103, 0.088, 0.088, 0.114, 0.132, 0.107, 0.100, 0.100, 0.088, 0.075, -0.331, -0.016, -0.055, -0.265, -0.089, -0.043, 0.623, -0.285, -0.597, -0.188, -0.469, 0.137, -0.147, -0.073, -0.123, 0.105, 0.080, 0.077, 0.112, 0.043, 0.100, 0.100, 0.102, 0.082, 0.102, -0.083, -0.249, 0.957, -0.041, -0.741, -0.562, -0.047, -0.520, -0.048, -0.050, -0.423, -0.017, -0.106, -0.134, -0.229, -0.050, -0.125, -0.684, 0.632, -0.076, -0.026, -0.086, -0.084, -0.700, -0.080, -0.301, 0.053, 0.078, 0.080, 0.083, 0.080, 0.074, 0.080, 0.077, 0.086, 0.075, 0.085, 0.084, 0.106, 0.120, 0.089, 0.106, 0.092, 0.107, 0.087, 0.119, 0.133, 0.098, 0.096, 0.706, -0.742, -0.159, -0.110, -0.097, -0.129, -0.548, 1.350, 0.087, 0.092, 0.097, 0.061]}

no.,calculated total energy (a.u.),strongest force on any atom (eV Å⁻¹)
1,-7973.29606,1.42
2,-9596.84356,3.69